Entry one
90
Properties=species:S:1:pos:R:3 method="wB97M-V/def2-TZVPD" smiles=CCO.CCO.CCO.CCO.CCO.CCO.CCO.CCO.CO.CO.CO homo_ha=-0.340 orbital_gap_ev=9.865
O 14.9630 11.8240 20.6000
O 11.3750 13.9800 25.1550
O 14.4220 11.1300 24.5750
O 16.8860 10.5650 23.2030
O 12.7210 6.9910 28.8530
O 17.6280 7.9870 25.3800
O 11.9180 8.1400 26.0760
O 11.9670 10.0880 23.9670
O 15.4210 6.7900 24.3530
O 14.7850 14.1540 22.0310
O 11.3840 9.4150 29.4790
C 14.1030 6.6670 28.8080
C 13.3560 10.2480 21.2850
C 9.9880 10.3160 22.6530
C 10.9040 10.9280 23.7480
C 11.3150 10.6360 28.7050
C 17.1280 9.8760 26.6720
C 14.6640 7.9150 24.0690
C 14.3160 10.6750 20.1450
C 14.7030 13.8640 23.3560
C 11.6980 14.0620 27.6560
C 18.1800 9.1380 25.9600
C 17.5550 11.7060 22.7750
C 18.0980 12.5050 23.9410
C 11.7550 14.7800 26.2520
C 13.7780 11.3300 25.8290
C 14.9510 15.0840 24.1980
C 14.7290 7.3920 27.6710
C 11.7670 6.8980 25.3700
C 11.1400 7.0690 24.0090
H 13.8490 10.8290 19.1470
H 15.8730 15.6330 23.9600
H 11.1020 6.1520 23.4990
H 11.7330 9.2450 24.3290
H 16.1090 10.8630 23.7120
H 14.9260 14.9300 25.2570
H 14.4720 7.0270 29.7320
H 14.9310 9.8340 19.9870
H 15.7280 11.9600 19.9780
H 11.1450 15.7260 26.1980
H 11.5790 7.8150 23.4120
H 14.4120 8.3730 25.0040
H 18.9810 8.8560 26.6480
H 18.8200 12.0110 24.5850
H 16.2630 7.0970 24.7710
H 11.1460 6.2860 26.0560
H 12.2650 11.1840 28.8920
H 9.5510 9.4230 23.0550
H 18.8430 13.1320 23.5030
H 18.2240 7.7430 24.6980
H 18.3720 11.4200 22.1780
H 12.7780 6.4700 25.3200
H 11.5820 14.4780 24.3880
H 17.4670 10.6960 27.2280
H 12.8990 11.0380 21.8460
H 14.6680 8.4630 27.7500
H 10.4870 11.2950 29.0200
H 14.8050 13.3960 21.4970
H 12.3110 6.4920 29.6200
H 14.4550 11.8950 26.5120
H 18.6220 9.7780 25.2180
H 13.6830 10.9390 24.0040
H 14.2090 5.5390 28.7600
H 13.9990 9.7640 22.0420
H 13.8560 7.5650 23.5100
H 12.9100 11.9160 25.6310
H 10.5620 10.1780 21.7350
H 15.5620 13.2220 23.7170
H 12.3800 13.1970 27.5870
H 17.4200 13.1880 24.5090
H 14.3530 7.0100 26.7700
H 12.7460 14.9590 26.0590
H 14.0700 15.7470 24.1260
H 10.0700 7.3670 24.1520
H 16.9120 12.2980 22.1200
H 10.7020 13.6830 27.8670
H 9.3160 11.0880 22.2960
H 12.7100 9.5390 20.8750
H 12.1220 7.9180 27.0100
H 11.9680 14.7920 28.4420
H 15.2070 8.6640 23.4680
H 16.7660 9.2960 27.4960
H 13.5860 10.3110 26.2320
H 12.2200 9.0520 29.2270
H 11.2630 11.9070 23.4260
H 15.8110 7.1900 27.7210
H 10.3820 11.0830 24.6860
H 16.2250 10.1990 26.1270
H 13.7520 13.3960 23.5810
H 11.3330 10.3860 27.6450


Entry two
90
Properties=species:S:1:pos:R:3 method="wB97M-V/def2-TZVPD" smiles=CCO.CCO.CCO.CCO.CCO.CCO.CCO.CCO.CO.CO.CO homo_ha=-0.359 orbital_gap_ev=10.385
O -1.1880 1.0746 0.0208
O -0.2090 3.5276 1.8648
O 0.4510 -0.9464 3.5808
O 3.8370 -3.4044 2.5908
O 1.9710 -2.3284 -1.7322
O -2.9280 -0.9034 -0.5392
O 3.6000 0.7806 2.7338
O -5.3340 1.7376 -1.6792
O -3.1650 -1.5324 -3.5172
O 3.7310 -0.6354 -0.0112
O -4.7190 -0.9904 2.2418
C 4.6980 -0.0164 -0.8442
C -2.4540 -0.7384 -4.4832
C 4.4900 1.7816 2.2288
C 1.9800 -2.6684 -3.0602
C -3.6840 3.3226 -1.0742
C 1.1860 3.7086 2.0478
C -2.7070 -2.2344 -0.0472
C -1.0180 -1.1014 -4.3722
C 0.9300 0.5676 -0.8822
C -1.1860 -2.5174 -0.2382
C -0.2600 1.4686 -0.9622
C 2.6210 -2.7004 2.5758
C -4.0180 2.0606 -1.8092
C -3.8210 1.2116 2.0008
C 2.8210 -1.6474 -3.8362
C 0.4710 -0.0954 2.4508
C 1.8080 -3.0174 1.3668
C 1.3100 4.3496 3.3918
C -3.7020 -0.0814 2.7408
H -4.0990 4.2566 -1.5002
H 2.2970 -0.7124 -4.2112
H -0.7430 -1.8994 0.4338
H -3.8540 0.1046 3.8108
H 1.1880 -0.1784 1.6478
H -3.4360 -2.9274 -0.5242
H 1.6900 0.9086 -0.1932
H -0.9040 -2.1244 -4.6322
H 3.0460 -0.9714 -0.5192
H 4.1420 -3.4834 3.4898
H -2.7370 -0.6524 2.5808
H 1.0150 -2.4114 1.1708
H 0.8730 -2.6444 -3.2752
H -4.0710 3.2236 -0.0502
H -1.7610 0.3406 -0.2562
H -1.0200 -3.5274 0.1808
H 5.1300 0.8176 -0.3932
H 0.8040 5.3336 3.4858
H 1.1980 -0.6674 4.0748
H -2.5840 3.3636 -0.9332
H 4.3250 0.2876 -1.8042
H -4.0800 1.0376 0.9658
H 2.1170 -2.9414 3.5078
H 1.7580 4.2796 1.2388
H 3.6890 -1.3644 -3.2892
H -3.4860 1.2346 -1.3782
H 4.1660 2.3686 1.3508
H 2.3730 -3.6864 -3.1492
H 1.3470 0.6436 -1.8652
H -2.6810 0.3426 -4.2772
H 0.7750 0.9336 2.8048
H -0.6650 1.4316 -1.9532
H -5.6420 1.4836 -2.5882
H 2.5290 -2.9714 0.5938
H -2.9480 1.8126 2.0778
H -4.5940 1.8476 2.3078
H -4.7520 -1.8374 2.7088
H 0.0590 2.4846 -0.8882
H 4.4750 2.4516 3.0398
H 5.3590 -0.8674 -1.0172
H -0.6150 -0.8844 -3.3782
H -2.8870 -0.9504 -5.4782
H -0.8430 -2.4914 -1.2162
H -0.5200 -0.0324 2.0338
H 2.3520 4.4536 3.6468
H 3.5040 0.1826 2.0378
H 1.4470 -4.0494 1.5308
H -2.9020 -2.3154 1.0338
H -0.5050 -0.6094 -5.1772
H 0.5670 -0.4534 -0.8322
H 3.2350 -2.1504 -4.7072
H -0.3250 2.8856 1.1548
H -3.8920 -0.8284 -0.4932
H 1.5430 -3.0584 -1.3212
H 1.6730 2.6956 2.2178
H -3.0810 -1.1314 -2.6812
H 5.5320 1.5556 2.1388
H 2.7250 -1.6164 2.7158
H 0.9710 3.6396 4.0638
H -3.7930 2.0076 -2.8102


Here is how they stack up, most stable first: entry one, entry two.


Entry one
14
Properties=species:S:1:pos:R:3 method="wB97M-V/def2-TZVPD" smiles="CSC(=S)N(C)O" homo_ha=-0.317 orbital_gap_ev=9.255
S 0.2730 1.8077 0.0124
S 1.1358 -1.1175 0.0365
O -2.3705 0.6393 0.0030
N -1.3354 -0.2665 -0.0530
C -1.8239 -1.6284 -0.0002
C -0.0774 0.1721 -0.0138
C 2.6696 -0.1816 -0.0407
H 2.6924 0.3772 -0.9645
H 2.7657 0.4743 0.8434
H -1.9100 1.5027 0.0384
H -2.7652 -1.6665 -0.5572
H -1.1036 -2.3155 -0.4626
H 3.4705 -0.9246 -0.0460
H -1.9881 -1.9119 1.0403


Entry two
14
Properties=species:S:1:pos:R:3 method="wB97M-V/def2-TZVPD" smiles="NC(=O)CCSS" homo_ha=-0.305 orbital_gap_ev=8.836
S 1.7480 -2.2784 1.1711
S 1.5389 -0.7952 -0.2277
O -2.5641 1.2789 -1.4074
N -2.1386 2.5593 0.4483
C -1.7884 1.6278 -0.5199
C -0.2261 -0.2217 -0.1922
C -0.3296 1.2717 -0.5471
H 2.7049 -2.9925 0.5573
H 0.1011 1.4983 -1.5544
H -3.0334 3.0227 0.5199
H -0.7279 -0.7684 -0.9916
H -0.7275 -0.5354 0.7020
H 0.1618 1.9581 0.1436
H -1.5225 2.7821 1.2050


Here is how they stack up, most stable first: entry two, entry one.


Entry one
14
Properties=species:S:1:pos:R:3 method="wB97M-V/def2-TZVPD" homo_ha=-0.319 orbital_gap_ev=9.203
S -1.6651 1.8162 -0.1221
S -2.7906 -0.9095 0.2105
O 0.0549 -1.5941 0.9572
N -1.6866 0.2656 0.8864
C -0.0658 -0.5398 0.4703
C 2.1226 -0.4608 -0.7643
C 0.9280 0.3016 -0.2786
H 2.0660 -1.5124 -0.5218
H -3.3793 -1.2370 1.3478
H 3.1056 -0.1299 -0.3128
H 1.3215 1.0767 0.4954
H 2.2825 -0.2602 -1.8273
H -2.8609 2.2597 0.5175
H 0.5671 0.9240 -1.0581


Entry two
14
Properties=species:S:1:pos:R:3 method="wB97M-V/def2-TZVPD" homo_ha=-0.309 orbital_gap_ev=8.823
S 1.6076 -0.5359 0.7647
S 0.0207 0.9777 -1.4867
O -0.7138 -1.4926 -0.3597
N 1.8517 1.0251 0.7608
C 0.5669 -0.5877 2.2323
C 0.1266 -0.6777 -0.4976
C -1.5686 0.5437 -2.1772
H -0.3988 -1.0499 1.9980
H 0.4873 0.4120 2.3668
H 2.6228 1.2535 0.2420
H -2.4559 1.1218 -2.0432
H 1.0296 -1.0171 3.1016
H -1.6381 -0.4023 -1.6281
H -1.5379 0.4292 -3.2738


Entry three
14
Properties=species:S:1:pos:R:3 method="wB97M-V/def2-TZVPD" smiles="N[C@H](C=O)CSS" homo_ha=-0.338 orbital_gap_ev=9.475
S 2.4707 0.7728 1.2617
S 0.9779 -0.7097 0.9967
O -3.2309 0.6086 -0.5305
N -0.5653 -1.0868 -2.0743
C -0.1935 0.1871 -0.0239
C -1.2421 -0.5457 -0.8863
C -2.2528 0.5318 -1.2206
H -0.8257 0.7850 0.6575
H 1.9022 1.3623 2.3400
H -1.6325 -1.3139 -0.1949
H 0.2998 0.9672 -0.6139
H -0.5467 -0.4209 -2.8325
H -1.9171 1.1798 -2.0822
H -0.9649 -1.9895 -2.2779


Here is how they stack up, most stable first: entry three, entry one, entry two.


Entry one
14
Properties=species:S:1:pos:R:3 method="wB97M-V/def2-TZVPD" smiles="COCS/C=N/S" homo_ha=-0.307 orbital_gap_ev=9.095
S 0.4510 1.7592 -0.2190
S 4.0724 -0.4977 -0.0543
O -1.2067 -0.3013 -0.5414
N 2.8927 0.7558 -0.3451
C 1.6472 0.5018 -0.3407
C -0.9858 0.7381 0.2778
C -2.3510 -1.0314 -0.1393
H -1.8455 1.4964 0.3358
H 1.1121 -0.4929 -0.4076
H 4.9577 0.4041 0.2072
H -3.2743 -0.4837 -0.2106
H -0.7888 0.4079 1.3444
H -2.2550 -1.3463 0.9118
H -2.4259 -1.9102 -0.8191


Entry two
14
Properties=species:S:1:pos:R:3 method="wB97M-V/def2-TZVPD" smiles="N[C@@H](C=O)CSS" homo_ha=-0.312 orbital_gap_ev=8.706
S 0.0943 2.4802 1.4965
S 0.9621 0.7680 0.5923
O 1.0316 -2.2484 -2.0051
N -1.9151 -1.9135 -0.6020
C -0.5448 -1.4660 -0.3295
C 0.1645 -1.4828 -1.7398
C -0.6266 -0.0381 0.1144
H -1.9727 -2.8418 -1.0105
H -1.2582 0.1158 0.9866
H -2.4167 -1.9109 0.2822
H 0.1177 -2.2111 0.1046
H -0.9436 0.5443 -0.7513
H -0.2558 -0.6997 -2.3943
H 1.2584 3.1639 1.4141


Here is how they stack up, most stable first: entry two, entry one.